# 1
A molecular structure, C30H55N4O2P2Pb in a non-equilibrium geometry. Source: the Open Molecules 2025 dataset; level of theory: the ωB97M-V functional and the def2-TZVPD basis.

Calculated values
- charge = +1
- lowest unoccupied orbital energy (eV) = -2.46
- Kohn-Sham gap (Ha) = 0.2109
- E_tot (eV) = -65876.5588
- ΔE to the lowest compared entry with this formula, charge and spin (eV) = 0.000

```
94
C30H55N4O2P2Pb (the ωB97M-V functional and the def2-TZVPD basis)
C 0.62 2.31 1.45
C 0.42 2.33 -0.86
C 1.13 3.61 1.40
C 1.26 3.49 -1.00
C 1.48 4.21 0.17
H 1.29 4.11 2.35
H 1.45 3.87 -2.03
H 1.92 5.20 0.14
N 0.22 1.68 0.35
P 0.65 -0.21 2.76
P -1.36 0.52 -1.98
C 0.54 1.62 2.80
H 1.34 2.00 3.46
H -0.39 1.92 3.30
C -0.62 -3.78 0.29
O -0.85 -4.90 0.13
C -0.34 1.95 -2.02
H 0.19 2.09 -2.96
C -1.32 -0.86 -3.50
C -2.84 1.75 -2.19
C 2.52 -0.56 2.75
C -0.25 -0.78 4.34
C -0.95 -2.26 -2.99
H -1.70 -2.68 -2.31
H -0.91 -2.96 -3.85
H 0.02 -2.27 -2.50
C -2.68 -0.97 -4.19
H -3.47 -1.29 -3.50
H -2.99 -0.05 -4.69
H -2.62 -1.74 -4.98
C -0.25 -0.40 -4.47
H -0.18 -1.09 -5.33
H -0.42 0.62 -4.85
H 0.74 -0.45 -3.99
C -4.15 1.02 -2.00
H -4.10 0.31 -1.17
H -4.92 1.76 -1.76
H -4.49 0.49 -2.90
C -2.70 2.83 -1.10
H -2.58 2.37 -0.12
H -1.85 3.49 -1.29
H -3.58 3.50 -1.09
C -2.64 2.37 -3.58
H -1.58 2.43 -3.86
H -3.16 1.86 -4.40
H -2.98 3.41 -3.57
C -0.13 -2.31 4.40
H -0.69 -2.67 5.27
H -0.55 -2.79 3.51
H 0.91 -2.65 4.51
C -1.72 -0.37 4.21
H -1.85 0.72 4.24
H -2.20 -0.74 3.31
H -2.27 -0.78 5.07
C 0.32 -0.13 5.61
H 0.37 0.96 5.54
H -0.37 -0.37 6.44
H 1.30 -0.52 5.90
C 3.23 0.49 1.88
H 3.22 1.49 2.35
H 4.28 0.19 1.74
H 2.76 0.55 0.89
C 2.71 -1.95 2.12
H 2.39 -1.96 1.06
H 3.78 -2.21 2.17
H 2.16 -2.73 2.66
C 3.14 -0.54 4.15
H 2.97 0.42 4.67
H 2.79 -1.38 4.78
H 4.24 -0.65 4.04
Pb -0.74 -0.93 0.39
N 1.45 -1.19 -0.90
C 2.41 -0.89 -1.55
C 3.34 -0.23 -2.56
C 2.83 0.95 -3.48
C 4.32 0.49 -1.60
C 3.82 -1.38 -3.47
H 2.05 0.74 -4.22
H 2.52 1.86 -2.93
H 3.67 1.29 -4.11
H 4.59 -0.10 -0.72
H 5.24 0.86 -2.05
H 3.79 1.39 -1.24
H 4.39 -1.07 -4.37
H 4.49 -2.06 -2.94
H 2.99 -2.01 -3.84
N -5.07 -1.52 1.84
C -3.99 -2.26 1.50
N -3.85 -3.47 2.17
O -3.14 -1.87 0.68
H -5.79 -1.86 2.45
H -5.20 -0.69 1.29
H -3.18 -4.13 1.79
H -4.63 -3.82 2.73
```

---

# 2
10 unconnected molecules or ions with the total composition C30H55N5O10 in a non-equilibrium geometry. Source: the Open Molecules 2025 dataset; level of theory: the ωB97M-V functional and the def2-TZVPD basis.

Calculated values
- lowest unoccupied orbital energy (eV) = 0.49
- Kohn-Sham gap (Ha) = 0.3920
- SMILES string = CCOC(C)=O.CCOC(C)=O.CCOC(C)=O.CCOC(C)=O.CCOC(C)=O.CC#N.CC#N.CC#N.CC#N.CC#N
- E_tot (eV) = -59926.3580

```
100
C30H55N5O10 (the ωB97M-V functional and the def2-TZVPD basis)
O 0.18 2.10 1.47
C 0.70 2.28 2.57
O 0.33 1.58 3.67
C -0.52 0.46 3.42
C -0.59 -0.42 4.64
C 1.72 3.37 2.95
H -0.08 -0.19 2.67
H -1.52 0.82 3.15
H -1.16 0.08 5.42
H 0.41 -0.78 4.94
H -1.28 -1.25 4.47
H 1.85 4.02 2.10
H 2.65 2.93 3.33
H 1.31 3.94 3.86
O -1.54 1.73 -6.02
C -0.56 2.03 -5.39
O 0.18 1.16 -4.64
C 0.07 -0.25 -4.97
C 1.15 -0.63 -6.00
C 0.07 3.44 -5.44
H -0.92 -0.41 -5.39
H 0.16 -0.80 -4.05
H 1.01 -0.15 -6.92
H 1.08 -1.72 -6.23
H 2.21 -0.48 -5.66
H -0.72 4.17 -5.37
H 0.42 3.59 -6.48
H 0.86 3.45 -4.65
O -2.61 2.64 4.47
C -2.67 3.55 3.66
O -2.13 4.77 3.91
C -1.68 4.90 5.25
C -1.06 6.23 5.42
C -3.41 3.59 2.34
H -0.87 4.13 5.43
H -2.49 4.80 5.97
H -0.90 6.60 6.47
H -1.61 7.03 4.88
H -0.09 6.24 4.94
H -3.56 4.64 2.01
H -4.37 3.09 2.43
H -2.78 3.08 1.60
O -0.15 -3.48 2.48
C 0.79 -3.98 3.05
O 0.67 -4.88 4.02
C -0.74 -5.09 4.33
C -0.85 -5.95 5.51
C 2.22 -3.50 2.66
H -1.09 -5.54 3.44
H -1.16 -4.04 4.38
H -0.29 -6.87 5.50
H -1.86 -6.21 5.73
H -0.49 -5.35 6.36
H 3.00 -4.21 3.04
H 2.41 -2.49 3.11
H 2.31 -3.43 1.58
O 4.03 -1.69 -3.46
C 3.87 -2.02 -2.29
O 2.86 -2.75 -1.85
C 1.84 -3.07 -2.82
C 1.86 -4.55 -2.98
C 4.90 -1.74 -1.26
H 2.07 -2.52 -3.69
H 0.94 -2.78 -2.34
H 2.69 -5.03 -3.44
H 0.95 -4.80 -3.48
H 1.83 -4.95 -1.95
H 4.73 -2.31 -0.38
H 4.86 -0.65 -1.02
H 5.94 -1.93 -1.61
C -3.37 -0.70 -7.79
C -2.22 -1.47 -7.99
N -1.43 -2.28 -8.13
H -4.04 -0.74 -8.63
H -3.09 0.41 -7.59
H -3.86 -1.11 -6.89
C -4.64 0.92 -2.94
C -3.31 1.51 -2.87
N -2.32 2.08 -2.79
H -5.25 1.36 -3.74
H -5.12 1.12 -1.98
H -4.45 -0.19 -2.97
C 1.28 2.05 -1.57
C 1.56 0.80 -0.86
N 1.79 -0.21 -0.30
H 1.92 2.80 -1.19
H 0.22 2.28 -1.39
H 1.54 1.99 -2.60
C 4.13 -0.41 2.21
C 3.79 -0.47 3.65
N 3.49 -0.46 4.75
H 3.35 -0.03 1.59
H 4.24 -1.47 1.83
H 5.01 0.16 2.05
C -2.01 -0.52 0.59
C -3.29 0.19 0.49
N -4.19 0.90 0.35
H -1.29 0.24 0.75
H -1.82 -1.09 -0.30
H -1.99 -1.25 1.40
```